# 1
C69H44NO8PS2 | wB97M-V/def2-TZVPD

Properties
spin multiplicity: 1
E: -121091.212 eV
SMILES: Cc1cc2c(cc1[PH2]=S)Sc1ccccc1N2.O=C1c2ccccc2C(=O)c2ccccc21.O=C1c2ccccc2C(=O)c2ccccc21.O=C1c2ccccc2C(=O)c2ccccc21.O=C1c2ccccc2C(=O)c2ccccc21
E_HOMO: -8.09 eV

Cartesian coordinates (Å):
1 S -2.9059 -6.6835 -2.9431
2 S -0.8266 -1.4075 1.0403
3 P -3.5695 -4.8574 -2.9620
4 O 6.3450 0.9365 0.7614
5 O -8.1330 1.7921 7.7064
6 O 5.8724 7.9792 4.0739
7 O 9.5330 6.7322 0.3981
8 O -3.8595 1.8707 4.5139
9 O -4.0509 -5.5012 -10.2373
10 O -6.5823 -9.4624 -7.7143
11 O 4.1205 -1.9039 4.6959
12 N 0.6608 -0.1864 -1.4995
13 C 9.4960 9.3703 1.3154
14 C 6.7559 6.3331 2.6518
15 C 3.0581 -1.4770 -0.1617
16 C 3.0310 -2.1926 2.1401
17 C -2.2371 -7.1577 -6.8521
18 C 6.3749 -0.3871 5.3403
19 C -2.2924 -3.5333 -2.5712
20 C 7.7160 4.7347 1.1154
21 C -7.3652 0.1077 3.0694
22 C -5.8754 3.1554 8.6316
23 C -3.5787 3.7724 8.2286
24 C -8.4651 0.0412 3.9220
25 C 2.5092 -2.2573 0.8525
26 C -2.1337 -3.1415 -1.0570
27 C -1.1761 2.9710 1.4507
28 C -1.4354 -2.8593 -3.6914
29 C -1.2798 1.4568 1.7401
30 C -3.6227 3.1405 6.9909
31 C -1.5325 -3.2621 -5.2482
32 C -6.0164 -8.5391 -8.2737
33 C 4.6478 -1.2788 3.7915
34 C -4.7981 2.5187 6.5662
35 C -5.9220 2.5152 7.3923
36 C -1.1266 -2.0269 -0.6967
37 C -2.7965 -6.5874 -7.9900
38 C 4.1399 -0.6456 0.1055
39 C -7.2187 1.2125 5.6234
40 C -0.6783 0.4345 0.7530
41 C 7.6956 6.0150 1.6706
42 C 4.1119 -1.3544 2.4144
43 C -0.4353 -1.7409 -3.2936
44 C 6.8086 3.7733 1.5485
45 C 6.6908 7.7012 3.2138
46 C 7.5425 10.0375 3.1874
47 C 8.1182 1.0825 4.5556
48 C 7.6293 8.7291 2.7091
49 C 0.0775 0.8208 -0.5746
50 C 8.5993 8.3987 1.7629
51 C 7.5126 0.3726 5.5896
52 C -8.4729 -7.6885 -10.9970
53 C -7.8729 -8.3212 -9.9140
54 C 5.8581 5.3611 3.0967
55 C 8.4285 11.0067 2.7288
56 C -4.1483 -8.6123 -6.6339
57 C -8.3939 0.5926 5.1964
58 C 5.8542 0.2652 1.6573
59 C -6.5874 -6.1963 -11.1786
60 C -5.9788 -6.8330 -10.0966
61 C -7.8348 -6.6202 -11.6233
62 C -4.8455 1.8798 5.2322
63 C -6.1094 1.2576 4.7787
64 C 4.6768 -0.5910 1.3925
65 C 0.1662 2.3671 -0.8465
66 C 6.4319 0.2884 3.0209
67 C -4.0398 -7.0242 -8.4505
68 C -2.9160 -8.1647 -6.1697
69 C -6.6288 -7.8869 -9.4541
70 C 9.4098 10.6712 1.7985
71 C -0.4685 3.4033 0.1414
72 C -4.7111 -8.0464 -7.7793
73 C -4.7070 3.7863 9.0457
74 C -4.6427 -6.3862 -9.6418
75 C 7.5777 1.0451 3.2745
76 C -0.2765 -1.2864 -1.7992
77 C 5.8380 -0.4384 4.0532
78 C 5.8863 4.0847 2.5459
79 C -7.1655 1.8342 6.9664
80 C 8.6769 7.0254 1.2157
81 C -6.1872 0.7092 3.4980
82 H -2.4829 -8.6019 -5.2766
83 H -1.6349 3.7409 2.1490
84 H -7.4259 -0.3118 2.0703
85 H 10.2596 9.1161 0.5871
86 H 1.6733 -2.9153 0.6406
87 H 4.5664 -0.0440 -0.6910
88 H -6.0928 -5.3668 -11.6739
89 H -6.7498 3.1674 9.2747
90 H -4.6478 -4.6673 -2.0116
91 H 6.8209 2.7773 1.1096
92 H 6.7824 10.3051 3.9147
93 H -0.9050 -2.4862 -5.8293
94 H -8.3774 -9.1494 -9.4267
95 H -4.6747 4.2880 10.0076
96 H 0.6641 2.7713 -1.7943
97 H -2.7358 -3.6544 -0.2217
98 H 5.9104 -0.9421 6.1492
99 H -4.1406 -4.4917 -4.2463
100 H -0.4262 4.5279 -0.0711
101 H 0.2054 -1.1736 -4.0638
102 H 5.1841 3.3314 2.8903
103 H 2.6458 -1.5211 -1.1621
104 H -9.2558 0.5424 5.8540
105 H 8.4357 4.4854 0.3420
106 H 0.8477 0.2500 -2.4266
107 H -1.8016 1.0436 2.6802
108 H -4.6703 -9.3995 -6.0990
109 H -5.3319 0.7534 2.8310
110 H -1.0986 -4.3101 -5.4546
111 H 5.1336 5.5986 3.8693
112 H -9.3812 -0.4366 3.5899
113 H -1.2721 -6.8140 -6.4931
114 H -2.7419 3.1371 6.3568
115 H -8.3096 -6.1188 -12.4606
116 H -2.6651 4.2587 8.5554
117 H 8.0535 1.6030 2.4753
118 H -2.6181 -3.1511 -5.5904
119 H 8.3557 12.0246 3.0983
120 H 7.9308 0.4079 6.5905
121 H -2.2646 -5.7997 -8.5145
122 H 9.0118 1.6674 4.7489
123 H 10.1055 11.4262 1.4463
124 H 2.5962 -2.7997 2.9279
125 H -9.4424 -8.0247 -11.3504

***

# 2
C9H29N4O4 | wB97M-V/def2-TZVPD

Properties
spin multiplicity: 1
E: -23946.691 eV
energy relative to the best compared isomer or geometry (same formula, charge and spin): 184.3 kJ/mol
E_HOMO: -12.96 eV
charge: +1

Cartesian coordinates (Å):
1 O -0.7775 0.7970 -0.3836
2 O 0.7163 -0.2128 1.6706
3 O -3.1866 -0.3125 -0.8924
4 O 1.6530 1.4996 -0.9908
5 N -3.5708 -2.4401 -0.8981
6 N -2.9580 -1.4240 -2.7717
7 N -1.4964 1.7990 1.9791
8 N 0.9979 -1.2216 -1.7188
9 C 2.3254 2.3841 -0.1295
10 C 1.6252 -1.3404 1.8014
11 C -1.6531 -0.0021 3.6045
12 C -0.8334 1.1313 3.1557
13 C 1.2090 -0.1252 -3.7794
14 C -3.1978 -1.3294 -1.5077
15 C 0.5889 0.6020 2.8517
16 C 1.9685 -0.4801 -2.5461
17 C 2.4913 0.6365 -1.6658
18 H -0.6350 1.7895 4.0016
19 H 0.7169 -0.9323 -4.3221
20 H -1.5393 -0.2470 4.6605
21 H -3.3128 -3.3285 -1.3035
22 H -0.9568 0.9783 0.5419
23 H 0.6126 -1.9277 -2.3296
24 H 1.1433 -1.9402 2.5736
25 H 3.0506 3.0695 -0.5682
26 H 0.8863 0.1248 3.7854
27 H -2.9699 -0.5454 -3.2696
28 H 3.0197 1.3762 -2.2673
29 H 1.4858 -1.8554 -1.1021
30 H 1.7555 0.5300 -4.4578
31 H -3.7208 -2.5176 0.0977
32 H 0.4287 0.6169 -3.6105
33 H 0.1434 0.5569 -0.5099
34 H 2.8357 -1.0966 -2.7826
35 H -3.1282 -2.2828 -3.2753
36 H -1.4985 -0.8952 2.9990
37 H -1.1824 2.7568 1.9146
38 H -2.7177 0.2315 3.6119
39 H 2.6064 -1.0612 2.1853
40 H 1.7473 3.0042 0.5555
41 H 1.7037 -1.9506 0.9016
42 H 1.2539 1.4623 2.7757
43 H 3.2004 0.2000 -0.9625
44 H -1.3455 0.0526 -0.5952
45 H -2.4080 2.0126 2.3579
46 H 2.9225 1.8569 0.6146

***

Number 1: frontier orbital gap 6.933 eV, LUMO level -0.0424 hartree. Number 2: frontier orbital gap 10.899 eV, LUMO level -0.0758 hartree.